Here is a single C27H32FN5O3S molecule from the Open Molecules 2025 dataset. Energies are from ωB97M-V with the def2-TZVPD basis set.

## Properties
**2S+1**: 1
**Structure (SMILES)**: CCCCCCn1c(COc2ccccc2F)nnc1SCC(=O)N1c2ccccc2NC(=O)C1(C)C
**LUMO**: 0.61 eV
**Total energy**: -55665.317 eV
**Total charge**: 0
**Kohn-Sham gap**: 8.713 eV
**Relative energy (zero: lowest compared OMol25 entry of this formula, charge and spin)**: 0.9 kJ/mol

Last columns: bonded neighbours and bond lengths (Å).
Cartesian coordinates (Å):
1 C -1.24 -4.86 2.43  C2 1.524, H38 1.088, H39 1.089, H40 1.086
2 C -0.58 -3.52 2.75  C1 1.524, C3 1.530, H41 1.092, H42 1.092
3 C 0.78 -3.37 2.08  C2 1.530, C4 1.527, H43 1.093, H44 1.092
4 C 0.68 -2.95 0.62  C3 1.527, C5 1.527, H45 1.091, H46 1.092
5 C 2.06 -2.77 0.00  C4 1.527, C6 1.531, H47 1.092, H48 1.092
6 C 2.01 -2.31 -1.46  C5 1.531, N7 1.441, H49 1.092, H50 1.096
7 N 1.43 -0.99 -1.62  C6 1.441, C8 1.371, C20 1.365
8 C 0.28 -0.62 -2.26  N7 1.371, C9 1.491, N18 1.302
9 C -0.59 -1.52 -3.06  C8 1.491, O10 1.413, H51 1.093, H52 1.098
10 O -1.08 -2.65 -2.37  C9 1.413, C11 1.365
11 C -2.15 -2.56 -1.53  O10 1.365, C12 1.397, C16 1.391
12 C -2.54 -3.78 -0.96  C11 1.397, C13 1.378, H53 1.079
13 C -3.60 -3.86 -0.08  C12 1.378, C14 1.385, H54 1.079
14 C -4.31 -2.72 0.27  C13 1.385, C15 1.380, H55 1.078
15 C -3.96 -1.51 -0.30  C14 1.380, C16 1.384, H56 1.078
16 C -2.90 -1.44 -1.19  C11 1.391, C15 1.384, F17 1.359
17 F -2.65 -0.22 -1.73  C16 1.359
18 N 0.12 0.67 -2.18  C8 1.302, N19 1.340
19 N 1.15 1.18 -1.49  N18 1.340, C20 1.307
20 C 1.93 0.19 -1.16  N7 1.365, N19 1.307, S21 1.738
21 S 3.44 0.36 -0.32  C20 1.738, C22 1.830
22 C 3.29 2.10 0.21  S21 1.830, C23 1.523, H57 1.085, H58 1.088
23 C 2.47 2.03 1.50  C22 1.523, O24 1.211, N25 1.372
24 O 2.99 1.68 2.54  C23 1.211
25 N 1.13 2.26 1.34  C23 1.372, C26 1.401, C35 1.468
26 C 0.65 3.26 0.48  N25 1.401, C27 1.389, C31 1.398
27 C 1.33 4.45 0.29  C26 1.389, C28 1.384, H59 1.080
28 C 0.82 5.41 -0.56  C27 1.384, C29 1.385, H60 1.079
29 C -0.38 5.20 -1.22  C28 1.385, C30 1.383, H61 1.079
30 C -1.08 4.03 -1.01  C29 1.383, C31 1.386, H62 1.079
31 C -0.58 3.06 -0.16  C26 1.398, C30 1.386, N32 1.389
32 N -1.25 1.86 0.06  C31 1.389, C33 1.349, H63 1.013
33 C -0.88 0.97 1.00  N32 1.349, O34 1.215, C35 1.546
34 O -1.32 -0.16 1.03  C33 1.215
35 C 0.09 1.52 2.07  N25 1.468, C33 1.546, C36 1.523, C37 1.534
36 C 0.65 0.33 2.85  C35 1.523, H64 1.087, H65 1.085, H66 1.087
37 C -0.68 2.45 3.01  C35 1.534, H67 1.088, H68 1.088, H69 1.087
38 H -2.23 -4.92 2.89  C1 1.088
39 H -0.64 -5.68 2.80  C1 1.089
40 H -1.37 -4.98 1.36  C1 1.086
41 H -1.23 -2.71 2.41  C2 1.092
42 H -0.47 -3.44 3.83  C2 1.092
43 H 1.33 -4.31 2.16  C3 1.093
44 H 1.36 -2.62 2.62  C3 1.092
45 H 0.13 -3.71 0.06  C4 1.091
46 H 0.11 -2.02 0.56  C4 1.092
47 H 2.60 -3.71 0.02  C5 1.092
48 H 2.63 -2.04 0.58  C5 1.092
49 H 1.39 -3.00 -2.05  C6 1.092
50 H 3.02 -2.28 -1.88  C6 1.096
51 H -1.39 -0.92 -3.50  C9 1.093
52 H 0.01 -1.95 -3.88  C9 1.098
53 H -1.98 -4.65 -1.24  C12 1.079
54 H -3.86 -4.82 0.34  C13 1.079
55 H -5.13 -2.78 0.96  C14 1.078
56 H -4.49 -0.61 -0.06  C15 1.078
57 H 2.82 2.64 -0.60  C22 1.085
58 H 4.30 2.44 0.41  C22 1.088
59 H 2.27 4.62 0.81  C27 1.080
60 H 1.37 6.34 -0.71  C28 1.079
61 H -0.77 5.95 -1.88  C29 1.079
62 H -2.02 3.85 -1.52  C30 1.079
63 H -1.87 1.54 -0.67  N32 1.013
64 H 1.28 -0.28 2.21  C36 1.087
65 H 1.23 0.66 3.70  C36 1.085
66 H -0.19 -0.27 3.19  C36 1.087
67 H 0.00 2.84 3.77  C37 1.088
68 H -1.11 3.29 2.46  C37 1.088
69 H -1.48 1.90 3.49  C37 1.087

Let us look at the Löwdin charges, expressed in e, one per atom: -0.110 -0.254 -0.212 -0.202 -0.180 -0.133 0.013 -0.264 -0.097 -0.033 -0.202 -0.021 -0.093 -0.080 -0.012 -0.204 0.044 0.092 0.042 -0.588 1.032 -0.331 -0.514 0.074 0.074 -0.191 -0.016 -0.081 -0.083 -0.007 -0.201 0.170 -0.392 0.081 -0.381 -0.010 0.015 0.070 0.072 0.045 0.098 0.105 0.114 0.100 0.105 0.094 0.122 0.073 0.126 0.127 0.133 0.141 0.123 0.106 0.104 0.122 0.066 0.090 0.123 0.102 0.102 0.116 0.136 0.079 0.090 0.092 0.097 0.086 0.096